Model 1:
{
  "formula": "C6H10N3O",
  "method": "wB97M-V/def2-TZVPD",
  "symbols": ["C", "C", "N", "C", "O", "N", "C", "C", "N", "C", "H", "H", "H", "H", "H", "H", "H", "H", "H", "H"],
  "coordinates": [[1.097, -0.814, -0.809], [0.722, 0.055, 0.419], [1.578, 1.253, 0.375], [-0.779, 1.126, 0.135], [-0.496, 2.240, -0.213], [-1.975, 0.530, 0.117], [-2.130, -0.863, 0.328], [-3.448, -1.038, 0.250], [-4.059, 0.084, -0.231], [-3.228, 1.051, -0.195], [1.955, -1.362, -0.557], [0.415, -1.569, -0.880], [0.994, -0.165, -1.773], [0.561, -0.302, 1.459], [1.002, 2.151, 0.156], [2.385, 1.282, -0.223], [1.912, 1.431, 1.310], [-1.395, -1.602, 0.540], [-3.914, -1.974, 0.485], [-3.324, 2.075, -0.366]],
  "lowdin_charge": [-0.017, -0.150, 0.136, -0.251, 0.111, 0.007, -0.030, -0.101, 0.116, -0.072, 0.078, 0.033, 0.155, 0.155, 0.138, 0.164, 0.164, 0.114, 0.119, 0.132],
  "smiles": "C[C@@H]([NH3+])C(=O)n1ccnc1",
  "charge": 1,
  "homo_lumo_gap_ev": 9.653
}

Model 2:
{
  "formula": "C6H10N3O",
  "method": "wB97M-V/def2-TZVPD",
  "symbols": ["C", "N", "C", "C", "C", "C", "O", "N", "C", "N", "H", "H", "H", "H", "H", "H", "H", "H", "H", "H"],
  "coordinates": [[2.270, 1.915, 0.295], [1.684, 0.647, 0.116], [0.457, 0.440, 0.290], [-0.809, 1.098, 0.335], [-1.768, 0.174, 0.123], [-3.208, 0.445, -0.102], [-1.182, -1.172, 0.067], [0.126, -0.905, 0.008], [1.134, -1.722, -0.128], [1.113, -2.996, -0.503], [3.194, 1.945, -0.163], [1.619, 2.803, 0.009], [2.455, 2.156, 1.278], [-1.037, 2.165, 0.267], [-3.816, -0.014, 0.684], [-3.169, 1.527, -0.143], [-3.413, 0.005, -1.112], [2.216, -1.323, -0.183], [1.882, -3.625, -0.712], [0.250, -3.565, -0.427]],
  "lowdin_charge": [-0.086, 0.035, -0.273, 0.082, -0.186, 0.026, 0.092, -0.032, -0.052, 0.190, 0.060, 0.117, 0.066, 0.146, 0.110, 0.094, 0.124, 0.201, 0.140, 0.147],
  "smiles": "C/N=c1\\cc(C)on1C=[NH2+]",
  "charge": 1,
  "homo_lumo_gap_ev": 8.732
}

Model 3:
{
  "formula": "C6H10N3O",
  "method": "wB97M-V/def2-TZVPD",
  "symbols": ["C", "C", "C", "N", "N", "C", "O", "C", "C", "N", "H", "H", "H", "H", "H", "H", "H", "H", "H", "H"],
  "coordinates": [[2.076, 0.809, -0.960], [1.282, 0.922, 0.298], [0.120, 1.472, 0.405], [-0.905, 2.200, 0.505], [-2.191, 1.786, 0.365], [-2.415, 0.453, -0.147], [-3.278, 0.298, -0.967], [-1.537, -0.504, 0.453], [-1.471, -1.761, -0.071], [-0.769, -2.773, 0.436], [3.087, 1.166, -0.775], [1.634, 1.371, -1.775], [2.142, -0.240, -1.243], [1.716, 0.431, 1.163], [-0.802, 3.187, 0.766], [-2.847, 2.489, 0.034], [-1.089, -0.285, 1.407], [-1.976, -1.947, -1.010], [-0.378, -2.702, 1.362], [-0.839, -3.692, 0.039]],
  "lowdin_charge": [-0.038, -0.058, 0.006, 0.104, 0.097, -0.470, 0.124, -0.075, -0.129, 0.129, 0.096, 0.092, 0.096, 0.145, 0.215, 0.171, 0.115, 0.147, 0.118, 0.117],
  "smiles": "CC=C=[NH+]NC(=O)/C=C/N",
  "charge": 1,
  "homo_lumo_gap_ev": 8.409
}

Most stable structure - model 1; separation to the second - 0.0311 hartree.